Molecular formula: C8H12N2O3S2
Method: DFT, ωB97M-V/def2-TZVPD

Last column: Mulliken charge in e.
CARTESIAN COORDINATES (ANGSTROEM)
1 S 2.23398 -0.79988 -0.07140  1.288
2 S -2.17506 -0.31229 1.19604  -0.196
3 O 1.84135 -1.84585 0.77154  -0.579
4 O -2.85528 -1.23559 -1.15563  -0.335
5 O 2.19188 -0.90815 -1.51510  -0.645
6 N -0.23386 2.13996 0.34872  -0.867
7 N 0.36012 2.27148 1.40164  0.389
8 C -3.70994 0.36971 0.50865  -0.407
9 C 1.36900 0.64224 0.44319  0.449
10 C 3.94236 -0.35037 0.40642  -1.303
11 C 1.34164 1.36645 1.60628  -0.402
12 C -1.86469 -1.42217 -0.25986  0.607
13 C -3.83954 -0.42146 -0.83713  -0.482
14 C 0.24860 1.12346 -0.28031  -0.625
15 C -0.97298 -2.52010 -0.31486  -1.335
16 H 0.07193 3.02537 2.01956  0.202
17 H 4.05794 -0.24908 1.44692  0.399
18 H -4.50289 -0.18171 -1.61646  0.467
19 H -1.38210 -3.47091 -0.53795  0.377
20 H -0.14499 -2.34276 -1.06968  0.210
21 H -0.39881 -2.54791 0.52377  0.509
22 H 4.56042 -1.20228 0.11190  0.414
23 H -4.52301 0.24096 1.24153  0.308
24 H 4.22422 0.45957 -0.15040  0.425
25 H -3.81479 1.39692 0.33628  0.310
26 H -0.05967 0.78189 -1.30349  0.486
27 H 2.00371 1.17233 2.52121  0.336

Atomic forces in eV per Å
2.412 3.059 -0.724
0.266 -1.020 -0.889
-0.833 -2.480 1.415
1.101 -0.872 0.436
-0.275 0.050 0.917
-4.736 0.678 -5.750
2.982 1.341 6.754
-0.658 -2.445 -0.849
-1.230 -0.798 -0.947
-1.212 -2.947 -0.670
2.319 -1.050 1.613
-2.414 3.069 0.984
-0.356 1.035 2.121
1.514 -1.288 -2.672
1.616 0.166 -3.035
0.330 -0.406 0.018
-0.216 0.395 1.308
-0.571 0.274 -0.751
-0.732 -1.026 -0.100
-0.900 -0.224 0.217
1.280 -0.347 2.754
-0.131 -0.038 -0.115
0.031 -0.790 -0.315
0.698 2.246 -1.225
1.001 1.886 -0.438
0.137 0.575 1.361
-1.420 0.957 -1.422

For the LUMO energy (spin up / spin down), the calculation gives 0.456 / 0.457 eV. Its multiplicity is 1. The value obtained for the energy is -39277.82301 eV. The HOMO energy (spin up / spin down) is -6.24 / -6.74 eV. For the energy above the lowest of the compared OMol25 structures with the same formula, charge and spin, the calculation gives 422.2 kJ/mol.

Molecular formula: C51H44N5O2P2Se2Te2Y
Method: DFT, ωB97M-V/def2-TZVPD

Last column: Mulliken charge in e.
CARTESIAN COORDINATES (ANGSTROEM)
1 Te -1.13029 2.57858 -5.71771  -0.168
2 Te 1.35172 1.66525 -6.28054  -0.168
3 Y 0.42104 2.03188 -2.58833  -0.346
4 Se -1.82183 0.98622 -3.87995  -0.240
5 Se 2.64059 2.56655 -4.34158  -0.355
6 P -1.61522 0.11520 1.40371  1.430
7 P 1.03308 -1.30920 0.29007  1.851
8 O 0.58525 4.40284 -2.97757  -0.537
9 O -3.55673 3.84308 -1.34991  -0.628
10 N 1.46998 -0.33267 -3.07180  1.731
11 N -1.41468 3.79323 -2.19065  0.692
12 N 2.56299 1.42330 -1.37753  1.408
13 N 0.73032 2.94110 -0.22605  1.469
14 N -0.49910 -2.26269 2.47153  0.619
15 C -4.82548 0.85967 -0.97106  -0.738
16 C 4.87782 -2.63510 0.62066  -0.831
17 C 2.78678 -0.46140 -2.83783  0.720
18 C -0.52201 -3.66749 -0.14348  0.061
19 C 1.58051 -2.24853 -4.50369  -1.224
20 C -1.17186 -1.69174 -1.33010  0.103
21 C 0.56398 -4.38318 3.11709  -0.590
22 C -1.49238 1.34171 2.76523  0.516
23 C -2.66789 4.33848 -2.00976  0.029
24 C -0.54903 -3.51988 3.07545  1.585
25 C -1.59183 -4.35007 -0.70120  -1.028
26 C -3.34774 0.22725 0.84073  0.278
27 C -0.71286 -6.10048 4.24260  -0.559
28 C 2.63716 -3.44342 -0.80224  -0.479
29 C 0.47493 -5.63944 3.69265  -0.973
30 C 2.93425 -2.36174 -4.27631  -1.097
31 C 0.89110 -1.21271 -3.88936  -0.388
32 C 0.74752 -1.64095 2.13922  -1.928
33 C 3.83807 -4.12860 -0.94100  -0.847
34 C 4.96089 -3.73155 -0.22951  -0.655
35 C 4.75157 0.54634 -1.61546  -0.704
36 C -1.09444 3.15134 4.86238  -0.679
37 C -0.00945 2.67966 4.13729  -0.906
38 C -2.45305 -3.70158 -1.58087  -0.933
39 C 2.34174 4.40856 0.74308  -0.867
40 C 3.67878 -1.95092 0.75292  -0.940
41 C -5.90518 0.33572 -0.27881  -0.844
42 C 1.32759 5.14865 1.32882  -1.197
43 C 3.54556 -1.45531 -3.42422  -0.550
44 C -1.32187 5.95059 -3.19869  -0.584
45 C -0.29200 -2.32547 -0.45577  0.315
46 C 4.37901 2.48087 -0.26360  -0.899
47 C -4.44779 -0.29118 1.53052  -0.508
48 C 2.53439 -2.35085 0.05546  0.923
49 C 0.01600 4.73685 1.17718  -1.192
50 C -2.57482 1.83455 3.49296  -0.689
51 C -3.55383 0.80189 -0.41323  0.344
52 C -1.74939 -4.00470 3.62529  -0.739
53 C -1.81833 -5.26833 4.19571  -0.758
54 C -0.21210 1.79224 3.08754  0.255
55 C 3.03290 2.37281 -0.57181  0.099
56 C -5.71653 -0.23675 0.97558  -0.709
57 C 5.24475 1.54165 -0.79535  -1.616
58 C -2.24397 -2.36832 -1.89792  -0.888
59 C -2.75543 5.68580 -2.73390  -0.666
60 C -0.23928 3.63718 0.37692  -0.601
61 C -1.73158 -1.50330 2.35969  -2.485
62 C -2.37759 2.73502 4.53034  -0.818
63 C -0.62393 4.67726 -2.79590  0.439
64 C 3.39577 0.53015 -1.91132  0.228
65 C 2.00653 3.28844 -0.00055  0.766
66 H 4.74575 3.25957 0.38796  0.463
67 H 3.37277 4.70537 0.86525  0.501
68 H -3.15717 6.43833 -2.05770  0.333
69 H -6.55945 -0.64494 1.51944  0.441
70 H 1.55978 -2.27357 2.46156  1.070
71 H 1.51017 -4.10037 2.67857  0.324
72 H -0.16428 -1.06448 -4.06851  0.331
73 H 6.30242 1.58531 -0.56843  0.460
74 H -3.22963 3.11274 5.08199  0.437
75 H -1.02936 -0.64375 -1.56681  -0.242
76 H -2.72128 1.21781 -0.97224  -0.104
77 H -1.25268 3.30346 0.20408  0.540
78 H 5.89386 -4.27159 -0.33447  0.382
79 H -3.45735 5.57880 -3.56120  0.247
80 H 0.87068 -0.69108 2.66855  -0.154
81 H 0.63516 1.45351 2.49673  0.010
82 H -0.77420 -7.08397 4.68901  0.391
83 H -2.45614 -2.10547 1.80537  1.073
84 H -0.84487 6.79648 -2.70117  0.229
85 H 3.51578 -3.14626 -4.74526  0.484
86 H 1.05178 -2.92457 -5.16157  0.548
87 H 1.77797 -3.75767 -1.38042  0.418
88 H -1.20948 6.09486 -4.27261  0.327
89 H 0.13089 -4.18649 0.54844  0.733
90 H -2.76339 -5.59863 4.61078  0.388
91 H -3.29049 -4.23614 -2.01154  0.393
92 H -0.80487 5.25771 1.64994  0.634
93 H 0.99326 3.01114 4.37932  0.471
94 H -2.64221 -3.39980 3.61690  0.417
95 H -4.95606 1.32046 -1.94216  0.450
96 H -2.90669 -1.84764 -2.57864  0.555
97 H 5.74944 -2.30973 1.17591  0.440
98 H 3.63470 -1.08035 1.40199  0.416
99 H -3.58232 1.53006 3.23811  0.323
100 H -2.16474 -1.29758 3.34402  1.042
101 H 3.89402 -4.97785 -1.61210  0.419
102 H 4.60046 -1.54344 -3.21513  0.443
103 H 1.35626 -6.26974 3.69913  0.398
104 H 1.56638 6.02871 1.91231  0.467
105 H 5.42065 -0.19135 -2.03056  0.537
106 H -4.31832 -0.75272 2.50278  0.415
107 H -6.89713 0.37298 -0.71200  0.382
108 H -0.94352 3.84716 5.67832  0.398
109 H -1.75965 -5.38764 -0.43998  0.461

Atomic forces in eV per Å
0.015 -0.103 0.176
-0.034 -0.033 -0.087
0.404 0.646 -0.141
-0.374 -0.331 -0.140
0.151 -0.020 -0.249
-0.041 -0.141 0.084
0.133 -0.025 -0.222
-0.080 0.012 0.154
0.089 0.061 -0.086
-0.043 0.056 -0.067
0.168 -0.136 0.096
-0.064 0.132 -0.185
-0.152 0.118 0.017
-0.113 -0.168 0.485
0.039 0.026 0.037
-0.012 0.005 -0.019
0.005 0.072 0.157
0.044 -0.021 -0.016
-0.053 -0.011 -0.021
-0.016 -0.056 -0.026
-0.087 0.068 0.008
-0.011 -0.058 0.097
-0.128 -0.072 -0.012
-0.045 0.035 -0.125
-0.009 0.039 -0.002
-0.031 -0.022 -0.148
0.018 0.013 -0.013
0.016 0.011 -0.051
0.004 0.013 0.007
0.048 -0.046 -0.004
0.038 0.002 0.073
0.061 0.088 -0.177
-0.003 0.027 -0.026
-0.003 0.006 0.013
0.063 -0.047 -0.010
0.009 -0.006 -0.023
-0.018 -0.028 -0.037
0.001 0.008 0.019
-0.040 0.003 0.109
0.026 -0.009 -0.017
0.035 0.003 0.011
-0.014 0.015 0.030
0.042 -0.115 -0.013
-0.052 -0.003 0.040
-0.074 -0.001 -0.022
0.087 -0.101 0.044
-0.012 -0.007 -0.021
-0.029 -0.070 0.061
-0.008 0.031 -0.006
-0.017 0.034 -0.016
-0.053 0.010 0.092
0.094 -0.004 -0.027
-0.029 0.046 -0.010
0.050 0.018 0.051
-0.158 0.170 0.080
0.046 0.005 -0.011
0.048 0.022 0.039
0.020 -0.019 -0.003
0.061 0.011 -0.004
0.106 -0.095 0.002
-0.006 0.116 -0.102
0.007 0.006 -0.020
0.148 -0.126 0.144
-0.082 -0.113 -0.002
0.004 -0.091 -0.002
-0.002 -0.021 -0.017
-0.023 -0.001 -0.003
0.004 0.009 0.002
0.007 0.002 -0.006
0.174 -0.010 0.134
0.019 0.022 -0.031
-0.032 0.002 -0.021
-0.021 -0.002 -0.010
0.012 -0.007 -0.005
0.026 -0.007 -0.003
-0.041 -0.005 0.017
-0.033 -0.005 -0.025
-0.017 0.014 0.001
-0.001 0.002 -0.007
-0.113 0.015 -0.029
-0.037 0.033 0.026
0.001 0.017 -0.010
-0.079 0.004 -0.074
-0.014 -0.002 -0.006
-0.018 0.026 0.015
0.010 0.010 0.022
-0.024 -0.019 0.012
-0.009 -0.006 -0.011
-0.004 0.013 -0.059
0.020 0.009 -0.009
0.004 0.001 0.002
0.008 -0.012 0.007
-0.011 -0.005 -0.008
-0.016 0.034 -0.014
0.020 -0.004 0.039
0.005 0.003 0.017
-0.013 -0.005 -0.003
-0.004 -0.008 0.001
0.012 -0.020 -0.004
0.022 0.019 0.087
-0.003 0.016 0.016
-0.009 0.001 -0.018
-0.012 0.011 -0.001
-0.008 -0.006 -0.006
-0.014 0.024 0.018
0.003 0.008 0.005
0.014 -0.001 0.008
0.000 -0.008 -0.012
0.004 0.006 -0.004

For the LUMO energy, the calculation gives -0.702 eV. Its multiplicity is 1. The value obtained for the energy is -230053.95793 eV. The HOMO energy is -6.52 eV. For the energy above the lowest of the compared OMol25 structures with the same formula, charge and spin, the calculation gives 73.1 kJ/mol.

Molecular formula: C5H14N2O
Method: DFT, ωB97M-V/def2-TZVPD

Last column: Mulliken charge in e.
CARTESIAN COORDINATES (ANGSTROEM)
1 O -0.80343 2.01776 -2.00769  -0.685
2 N 0.04666 -0.66603 2.35193  -0.726
3 N -2.43896 -0.09734 0.04224  -0.432
4 C 1.68817 -0.20758 -0.92747  -0.314
5 C 1.15636 -1.10320 0.19379  -1.371
6 C 2.38940 0.90869 -0.84539  -0.433
7 C -0.07857 -0.42450 0.91646  0.658
8 C -1.32243 -1.00435 0.43728  -0.624
9 H 0.12907 0.70934 0.79160  0.394
10 H -2.15878 0.91592 0.29978  0.182
11 H -0.03371 1.50504 -1.68153  0.337
12 H -0.82260 -0.90552 2.82880  0.255
13 H 2.63650 1.25204 0.19483  0.212
14 H 0.41637 0.22561 2.69932  0.233
15 H -0.97114 -1.47228 -0.61153  0.154
16 H 1.85875 -1.37280 0.91608  0.433
17 H -3.15301 -0.35655 -0.48678  0.158
18 H 1.59809 -0.71463 -1.92360  0.244
19 H 0.83892 -2.07836 -0.24445  0.412
20 H -1.62201 -1.85250 1.18287  0.245
21 H 2.58722 1.50853 -1.66903  0.370
22 H -1.12776 2.82333 -1.64208  0.298

Atomic forces in eV per Å
0.105 -1.871 -1.609
0.598 0.973 0.783
6.206 3.437 5.619
0.223 -2.375 -1.156
-1.468 0.521 -1.437
-0.747 -0.454 3.127
2.665 1.439 0.991
-2.495 -2.192 -4.342
-1.074 -1.576 -0.436
-1.557 -2.552 -1.277
-0.739 1.439 0.527
0.236 0.399 -0.329
-0.178 0.133 -1.175
-0.308 -0.887 0.726
-1.257 0.206 2.285
1.419 0.078 1.254
-3.290 -1.031 -2.697
-0.345 0.984 0.609
0.146 0.716 0.271
0.338 1.269 -1.472
0.809 0.844 -1.333
0.714 0.500 1.071

For the LUMO energy, the calculation gives 0.888 eV. Its multiplicity is 1. The SMILES is C=CC[C@H](N)CN.O. The value obtained for the energy is -10436.71978 eV. The HOMO energy is -8.45 eV. For the energy above the lowest of the compared OMol25 structures with the same formula, charge and spin, the calculation gives 415.7 kJ/mol.